Record 1
C24H33BiNOP2 as an isolated structure in a non-equilibrium geometry. Source: the Open Molecules 2025 dataset; level of theory: ωB97M-V/def2-TZVPD.

For the energy above the lowest of the compared OMol25 structures with the same formula, charge and spin, the calculation gives 0.00 kcal/mol. The charge is +1. The value obtained for the HOMO energy (alpha / beta) is -8.61 / -8.55 eV. Its LUMO energy (alpha / beta) is -3.708 / -3.709 eV. The maximum force comes out at 2.805 eV/Å.

Each line ends with the Mulliken charge.
Geometry (Å):
C -1.1107 3.5059 -2.5912  -0.211
C -0.9721 2.1330 -2.4341  0.101
C 0.2743 1.5113 -2.7783  0.111
C 1.3723 2.3228 -3.2405  0.872
C 1.1642 3.7232 -3.3860  -0.892
C -0.0578 4.2919 -3.0910  -0.811
C 2.6155 1.7058 -3.4016  -0.785
C 2.7908 0.3352 -3.2004  0.872
C 1.6513 -0.4253 -2.7544  0.029
C 1.8116 -1.8074 -2.4131  0.081
C 3.0681 -2.3902 -2.5233  -0.285
C 4.1736 -1.6577 -2.9887  -0.828
C 4.0497 -0.3212 -3.3058  -0.935
H -2.0498 3.9810 -2.3056  0.437
H 1.9917 4.3386 -3.7348  0.433
H -0.2127 5.3649 -3.2107  0.389
H 3.4708 2.3140 -3.6995  0.432
H 3.1955 -3.4322 -2.2316  0.455
H 5.1388 -2.1581 -3.0730  0.387
H 4.9142 0.2522 -3.6352  0.440
N 0.4865 0.2082 -2.4593  -0.287
Bi 0.3712 0.2488 0.5686  0.845
C -2.0859 1.2933 -1.8119  -1.106
H -2.0310 0.2579 -2.1888  0.294
H -3.0687 1.7224 -2.0554  0.703
C 0.6185 -2.5687 -1.8575  -1.077
H -0.3078 -2.2021 -2.3301  0.383
H 0.7283 -3.6446 -2.0580  0.735
P -2.0177 1.1798 0.0345  0.751
P 0.3695 -2.3782 -0.0307  0.784
C 1.7241 -3.3047 0.7695  -1.382
H 1.5892 -3.2770 1.8641  0.382
H 1.7274 -4.3576 0.4440  0.408
H 2.6981 -2.8545 0.5204  0.369
C -1.1912 -3.2370 0.3492  -1.116
H -1.1387 -4.3001 0.0706  0.426
H -1.4037 -3.1689 1.4277  0.320
H -2.0236 -2.7717 -0.2033  0.281
C -2.0763 2.8636 0.7451  -1.260
H -2.9919 3.3877 0.4231  0.408
H -2.0683 2.7905 1.8506  0.311
H -1.1930 3.4437 0.4172  0.373
C -3.4006 0.1864 0.6661  -0.844
H -3.3080 0.0637 1.7602  0.070
H -4.3554 0.6842 0.4392  0.450
H -3.3931 -0.8089 0.1886  0.293
C 2.7258 -0.2102 2.1581  0.092
O 3.8037 -0.2174 2.5307  -0.190
H 1.7763 1.2606 -0.1366  -0.157
C -2.6085 -1.0208 4.6713  -1.505
C -1.6088 0.0136 4.1452  1.087
C -0.6112 0.4228 5.2500  -1.627
C -0.7852 -0.4494 2.9575  -0.786
H -2.1013 -1.9516 4.9560  0.345
H -3.3837 -1.2507 3.9350  0.314
H -3.1078 -0.6221 5.5653  0.426
H -2.1892 0.9118 3.8704  -0.015
H -0.0433 -0.4676 5.5392  0.332
H 0.1051 1.1861 4.9267  0.348
H -1.1036 0.7965 6.1544  0.453
H 0.1708 0.0949 2.9997  0.068
H -0.5763 -1.5399 2.9322  0.011


Record 2
A 3-piece molecular cluster, C16H15F19O9S overall in a non-equilibrium geometry. Source: the Open Molecules 2025 dataset; level of theory: ωB97M-V/def2-TZVPD.

Its SMILES is O=C(O)C[C@@]1(COC(F)(F)F)COS(=O)(=O)O1.FC(F)C(F)(F)COC(F)(F)C(F)F.FC(F)C(F)(F)COC(F)(F)C(F)F. The value obtained for the HOMO energy is -10.88 eV. Its LUMO energy is -1.322 eV. The maximum force comes out at 9.998 eV/Å.

Each line ends with the Mulliken charge.
Geometry (Å):
O 2.0473 -0.8469 1.2996  -0.508
C 1.2519 -1.9407 1.1581  0.301
O 1.5337 -2.8221 -0.0008  -0.435
C 0.1017 -2.2025 2.3024  -0.495
C -1.4439 -2.0192 1.7790  0.777
C -1.6183 -0.3562 1.7449  -0.743
O -2.9509 0.0756 1.2956  -0.215
C -2.8848 1.0657 0.2097  0.782
F -1.9399 2.1927 0.4554  -0.225
F -4.2542 1.7021 0.1523  -0.258
F -2.7037 0.4391 -1.1531  -0.220
C -1.6951 -2.8257 0.3461  -0.143
O -2.9650 -3.6220 0.2817  -0.347
S -3.7917 -3.1535 1.7173  1.034
O -4.9354 -2.2435 1.1217  -0.512
O -4.6647 -4.2426 2.4496  -0.538
O -2.5684 -2.3972 2.6495  -0.430
H 0.9605 -2.4364 -0.7383  0.371
H 0.2897 -3.2617 2.8184  0.400
H 0.2930 -1.4014 3.1544  0.239
H -1.5153 -0.0296 2.8886  0.247
H -0.7249 0.0315 1.0911  0.405
H -0.8983 -3.7145 0.3348  0.327
H -1.4503 -2.2093 -0.6278  0.110
F 4.4371 1.2154 6.1928  -0.220
C 3.6180 0.2265 5.7653  0.076
F 3.7659 -0.7958 6.6514  -0.281
C 3.9504 -0.2359 4.3513  0.848
F 5.1864 -0.8032 4.2888  -0.285
F 3.0717 -1.2321 4.0145  -0.283
C 3.8395 0.8513 3.2723  -0.440
O 5.0586 1.4980 2.8944  -0.429
C 5.4680 2.5712 3.7402  0.702
F 4.4455 2.9023 4.5641  -0.277
F 5.6455 3.6423 2.9193  -0.296
C 6.7727 2.2766 4.4909  0.220
F 6.6748 1.1537 5.2484  -0.209
F 7.0883 3.2895 5.3412  -0.256
H 2.5859 0.5764 5.8349  0.279
H 3.5090 0.3453 2.3567  0.299
H 3.0421 1.5733 3.4851  0.377
H 7.6040 2.1401 3.7946  0.239
F -2.4147 2.3848 -6.7884  -0.214
C -2.1692 2.7365 -5.5048  0.047
F -1.0131 3.4542 -5.5244  -0.282
C -2.0361 1.5287 -4.5845  0.904
F -0.9568 0.7667 -4.9130  -0.295
F -1.7892 1.9878 -3.3171  -0.315
C -3.2813 0.6329 -4.5084  -0.518
O -3.2782 -0.5311 -5.3404  -0.416
C -3.6826 -0.3169 -6.6915  0.723
F -4.2398 0.9127 -6.7987  -0.272
F -4.6900 -1.2028 -6.9211  -0.293
C -2.5503 -0.5528 -7.6990  0.214
F -1.4783 0.2416 -7.4464  -0.208
F -2.9536 -0.2660 -8.9654  -0.254
H -2.9659 3.4037 -5.1693  0.298
H -3.3122 0.2329 -3.4873  0.289
H -4.2136 1.2021 -4.6043  0.364
H -2.2116 -1.5917 -7.6726  0.238


Record 3
C28H22F10N5PmS as an isolated structure. Source: the Open Molecules 2025 dataset; level of theory: ωB97M-V/def2-TZVPD.

For the energy above the lowest of the compared OMol25 structures with the same formula, charge and spin, the calculation gives 0.00 kcal/mol. As for the spin multiplicity: 5. The value obtained for the HOMO energy (alpha / beta) is -6.85 / -6.85 eV. Its LUMO energy (alpha / beta) is -1.110 / -1.107 eV. The maximum force comes out at 0.841 eV/Å.

Each line ends with the Mulliken charge.
Geometry (Å):
Pm -0.2602 0.3893 -0.2094  0.845
C -2.7449 1.3881 2.0734  -1.243
N -2.3480 1.8286 0.7349  0.974
C -2.1116 3.2871 0.7212  -1.349
C -0.6476 3.5929 0.9285  -0.602
N 0.0663 2.8386 -0.0824  0.055
C 1.1988 3.3456 -0.6297  -0.715
C 2.0131 4.4229 -0.2369  0.790
F 1.7161 5.1474 0.8607  -0.349
C 3.1786 4.7618 -0.9079  -0.015
F 3.9058 5.7893 -0.4637  -0.307
C 3.6189 4.0499 -2.0092  0.708
F 4.7497 4.3817 -2.6444  -0.323
C 2.8563 2.9717 -2.4273  0.115
F 3.2299 2.2337 -3.4812  -0.315
C 1.7025 2.6733 -1.7502  0.356
F 0.9625 1.5970 -2.1824  -0.321
C -3.3544 1.4934 -0.2888  -1.280
C -3.6232 0.0143 -0.3871  -0.900
N -2.3831 -0.7028 -0.6899  -0.035
C -2.5515 -2.0851 -0.5430  -0.550
C -2.9211 -2.7187 0.6465  0.706
F -3.1622 -1.9910 1.7524  -0.373
C -2.9905 -4.0944 0.7829  -0.055
F -3.3415 -4.6345 1.9517  -0.317
C -2.6653 -4.9160 -0.2814  0.728
F -2.7075 -6.2442 -0.1527  -0.325
C -2.2825 -4.3333 -1.4744  0.234
F -1.9319 -5.1030 -2.5135  -0.351
C -2.2494 -2.9557 -1.5917  0.551
F -1.8434 -2.4629 -2.7778  -0.451
H -3.7369 1.7727 2.3459  0.309
H -2.0222 1.7630 2.7993  0.471
H -2.7631 0.3011 2.1352  0.154
H -2.7572 3.7805 1.4581  0.361
H -2.3908 3.6574 -0.2659  0.410
H -0.3418 3.3243 1.9528  0.218
H -0.5048 4.6725 0.8510  0.477
H -2.9606 1.8548 -1.2443  0.412
H -4.2922 2.0362 -0.0975  0.459
H -4.3802 -0.1275 -1.1725  0.369
H -4.0949 -0.3318 0.5396  0.439
S 0.6422 -2.6077 0.1417  -0.373
C 1.0363 -2.3615 -1.4329  -0.115
N 1.6274 -3.3497 -2.1906  0.062
C 1.9697 -3.2056 -3.4855  -0.183
C 1.7465 -2.0245 -4.1129  -1.063
C 1.1472 -1.0144 -3.3298  0.025
N 0.8035 -1.1678 -2.0780  0.414
H 1.7844 -4.2270 -1.7137  0.284
H 2.4158 -4.0689 -3.9584  0.441
H 2.0105 -1.8673 -5.1449  0.447
H 0.9451 -0.0434 -3.7642  0.479
C 2.0872 0.4425 0.7247  -1.169
C 2.1836 -0.3031 1.9869  0.375
C 2.9437 -1.4721 2.1440  -0.312
C 2.9282 -2.1979 3.3222  -0.569
C 2.1491 -1.7909 4.4013  -0.484
C 1.3985 -0.6311 4.2777  -0.806
C 1.4196 0.0967 3.0958  -0.173
H 2.8453 0.1337 -0.0050  0.347
H 2.2070 1.5157 0.9083  0.456
H 3.5619 -1.8080 1.3185  0.346
H 3.5319 -3.0938 3.4034  0.377
H 2.1385 -2.3603 5.3208  0.384
H 0.7939 -0.2844 5.1072  0.404
H 0.8488 1.0225 3.0346  0.440